Molecular formula: C31H80N4O9
Method: DFT, ωB97M-V/def2-TZVPD

The geometry in XYZ format:
```
124
Properties=species:S:1:pos:R:3:forces:R:3
C -0.4850 0.1101 -0.0062 1.509 2.227 0.003
O -0.6889 0.4564 1.3650 0.689 -6.781 -0.957
H 0.1121 -0.7813 -0.1990 -0.655 0.642 0.169
H -1.4038 0.1165 -0.5926 1.830 -0.969 1.375
H 0.2227 0.8317 -0.4143 -1.757 0.643 0.215
H -0.8136 1.4062 1.4289 0.978 0.211 -0.654
C -3.8022 -0.4890 -0.5174 0.073 -1.647 1.139
O -4.2072 -1.8862 -0.5006 -0.708 1.652 -1.198
H -3.9438 0.1247 -1.4070 -0.631 -1.244 -0.661
H -4.2653 0.1281 0.2526 -0.454 -1.065 -0.085
H -2.7292 -0.4922 -0.3257 -0.838 -0.204 0.057
H -3.8499 -2.3333 0.2701 0.516 0.269 0.141
C 0.4004 3.0948 0.4806 0.238 -0.219 0.536
O -0.7796 2.4548 0.9823 5.131 3.118 -3.189
H 1.0263 2.3074 0.0608 0.309 0.262 0.427
H 0.2699 3.8106 -0.3310 -0.854 0.033 -0.001
H 0.9044 3.6292 1.2859 0.231 -0.197 0.036
H -1.2123 2.9963 1.6465 0.504 1.914 -1.026
C -1.3703 -1.3965 2.8632 -5.369 2.253 3.042
O -1.8619 -1.5181 1.5689 -3.100 -2.330 -0.065
H -2.1616 -0.8776 3.4042 -0.082 -1.660 -1.572
H -1.1628 -2.2557 3.5010 -0.543 -0.709 -0.345
H -0.4649 -0.7910 2.9044 -1.096 0.775 0.804
H -1.5088 -0.7414 1.1287 -0.668 -0.004 0.958
C -1.1042 -2.6738 -0.9783 -2.742 -1.844 1.242
O -1.8163 -3.8110 -0.5099 -0.957 -0.698 0.528
H -0.1065 -2.9442 -1.3241 -4.001 -0.825 2.703
H -1.6292 -2.4075 -1.8956 -0.180 0.397 0.408
H -1.1160 -1.8879 -0.2231 -0.488 -1.034 -1.075
H -1.2926 -4.2434 0.1686 0.006 0.109 0.044
C -1.0083 2.6904 -2.9497 -2.097 0.498 -1.858
C -2.3831 2.6672 -2.2477 0.974 0.281 1.451
C -2.2181 1.7993 -0.9705 -1.355 2.066 -2.719
O -3.3919 2.0171 -0.2019 -0.444 0.288 -2.628
C -3.2759 1.7345 1.1100 -0.420 0.465 0.671
N -2.8694 4.0052 -1.8916 0.881 -0.059 0.173
H -0.1103 2.6819 -2.3320 -0.273 0.175 0.079
H -1.0107 3.4947 -3.6854 0.314 0.548 0.334
H -1.0688 1.8093 -3.5886 0.383 1.360 0.050
H -3.1943 2.2903 -2.8706 0.431 -0.985 -0.434
H -1.3561 2.0807 -0.3656 -1.256 -0.120 -1.770
H -2.0968 0.7807 -1.3391 -1.281 1.381 -0.522
H -2.7300 2.5609 1.5650 -1.437 -1.394 -1.107
H -2.8109 0.7620 1.2718 0.050 0.424 0.560
H -4.2742 1.6766 1.5438 -0.222 0.171 0.083
H -3.6189 3.8123 -1.2427 -0.435 0.410 -0.052
H -3.2376 4.3471 -2.7677 -0.347 0.602 0.231
C -2.2158 4.8135 4.1135 -0.487 -0.585 1.122
C -1.5813 3.7253 3.2637 -1.008 1.279 0.990
C -2.1668 2.2962 3.3038 0.977 -0.589 3.354
O -1.9644 1.7462 4.6245 0.385 1.616 -0.371
C -2.1308 0.3515 4.6729 0.926 1.578 1.817
N -1.6996 4.1508 1.8767 -2.200 4.272 1.831
H -1.5159 5.6451 4.1953 -0.145 0.107 0.023
H -2.4570 4.4494 5.1122 0.269 0.047 0.189
H -3.1666 5.1667 3.7144 0.039 -0.004 -0.284
H -0.5183 3.7910 3.4957 0.156 -0.938 0.120
H -1.6368 1.7311 2.5372 -0.582 -0.396 2.018
H -3.2284 2.2216 3.0680 0.092 0.402 0.912
H -3.1509 0.1326 4.3573 -0.010 -0.475 -0.177
H -1.9762 0.0312 5.7033 -0.441 0.212 0.311
H -1.3243 -0.1428 4.1313 -0.445 1.567 1.200
H -2.6832 4.1102 1.6513 -0.118 0.847 -0.364
H -1.3624 5.0961 1.7631 0.026 0.083 -0.154
C 3.5482 -1.5274 -1.9743 -1.483 -0.727 -3.206
C 2.3591 -0.7410 -2.5826 1.147 1.884 0.249
C 2.9749 -0.0468 -3.7935 -1.457 -0.206 -2.498
C 1.9109 0.5811 -4.7516 -0.300 -0.832 0.463
C 0.8359 -0.4921 -5.1344 0.048 0.922 1.915
C 0.1647 -1.0828 -3.7994 0.195 -2.008 -1.745
N 1.2622 -1.6648 -2.9934 2.273 1.736 -1.778
O 0.8509 -2.5026 -1.9472 5.305 2.751 -3.979
C -0.7275 -0.0570 -3.0806 1.249 -1.670 -0.166
C -0.6925 -2.3136 -4.2878 0.309 0.636 0.334
C 1.9755 0.4665 -1.5770 0.912 -0.424 -4.421
H 4.4730 -1.0095 -1.7197 0.009 0.648 -2.023
H 3.8708 -2.3700 -2.5858 -0.320 -0.051 -0.685
H 3.2375 -1.9667 -1.0263 -0.273 0.957 -3.413
H 3.7103 0.7319 -3.5914 0.026 -0.247 0.634
H 3.4402 -0.8017 -4.4273 0.446 -0.223 0.159
H 2.4066 0.9546 -5.6476 -0.017 0.105 0.013
H 1.4729 1.4233 -4.2159 -0.296 0.174 -0.274
H 1.3012 -1.2356 -5.7815 -0.025 -0.403 0.439
H -0.0004 -0.0912 -5.7070 0.050 0.355 -0.065
H -1.0647 -0.5087 -2.1476 0.114 0.007 -0.447
H -0.1620 0.8574 -2.9013 -0.056 -1.367 0.299
H -1.6107 0.1510 -3.6845 0.022 -0.046 -0.038
H -1.0360 -2.9029 -3.4376 -0.265 0.187 -0.374
H -1.5232 -1.9257 -4.8775 -0.226 -0.118 0.173
H -0.1545 -3.0118 -4.9290 0.412 0.271 -0.031
H 1.1424 0.1189 -0.9661 0.426 1.284 -2.866
H 1.8562 1.4488 -2.0342 -0.536 -0.078 -0.701
H 2.7995 0.5430 -0.8676 0.030 1.300 -3.591
H 1.3414 -3.3165 -2.0835 0.379 -0.431 -0.276
C 1.4318 -1.6997 3.9615 0.126 0.732 -0.650
C 1.7081 -1.6952 2.3988 -1.029 0.000 -0.541
C 1.9408 -0.2435 1.8917 1.235 0.086 1.758
C 2.6114 -0.1039 0.5718 -0.158 -2.996 3.702
C 3.8114 -1.0477 0.4390 -0.365 2.444 2.352
C 3.5629 -2.4867 0.8583 2.727 -0.731 1.785
N 2.8602 -2.6045 2.1484 0.421 3.353 0.141
O 2.5632 -3.8771 2.5166 0.067 -1.126 0.234
C 2.8399 -3.2420 -0.2433 0.421 -2.895 1.914
C 5.0535 -3.0494 1.1662 -0.714 0.279 -0.759
C 0.4260 -2.1140 1.6241 2.130 -1.960 -0.223
H 2.3735 -1.6919 4.5104 0.011 -0.463 -0.111
H 0.7223 -2.4407 4.3297 0.568 -0.606 -0.216
H 0.9405 -0.7829 4.2875 0.098 0.432 -0.283
H 0.9972 0.2982 1.8260 0.591 -0.430 0.762
H 2.5897 0.2756 2.5971 0.087 0.110 0.515
H 2.8829 0.9369 0.3953 0.274 0.074 1.233
H 1.9325 -0.2890 -0.2606 1.029 -2.204 4.136
H 4.6124 -0.5529 0.9883 0.363 -0.469 0.101
H 3.8970 -1.0565 -0.6476 1.947 1.386 4.350
H 1.8833 -2.7303 -0.3489 0.332 -0.764 -0.141
H 3.4526 -3.3499 -1.1384 -0.625 -0.936 0.603
H 2.7643 -4.2806 0.0786 -0.638 -0.203 0.434
H 5.1367 -4.0874 1.4882 -0.490 -0.053 -0.075
H 5.6786 -2.9325 0.2809 -0.072 -0.138 -0.391
H 5.5790 -2.4507 1.9102 -0.536 0.174 0.218
H 0.1119 -1.5421 0.7510 1.689 -1.451 1.765
H -0.4156 -1.9788 2.3035 5.045 -3.349 -2.685
H 0.4132 -3.1578 1.3104 0.122 -0.359 0.045
H 1.9496 -4.1938 1.8497 -0.545 -0.529 -0.154
```
Forces are in eV/Å.

The total charge is 0. For the HOMO energy, the calculation gives -7.82 eV. Its largest force on an atom is 7.2 eV/A. As for the HOMO-LUMO gap: 8.1 eV. Its spin multiplicity is 1. The calculation puts the total energy at -57795.68852 eV. For the LUMO energy, the calculation gives 0.283 eV.